(1)
42
Properties=species:S:1:pos:R:3 method="wB97M-V/def2-TZVPD" de_lowest_kj_mol=56.50 homo_ev=-9.3 lumo_energy_ev=0.36 e_tot_ha=-2883.24291 gap_ev=9.7
O -5.5705 -16.6728 0.3563
V -5.5141 -15.5028 -0.7458
O -7.0365 -15.0940 -0.9856
O -2.7483 -14.0167 -3.1918
C -3.6732 -14.3301 -2.2485
O -4.8374 -13.8918 -2.4043
O -3.3685 -15.0914 -1.3026
H -3.2362 -13.4086 -3.7648
C -5.2631 -15.6722 3.5604
O -5.9347 -14.4240 3.3169
P -5.3463 -13.5003 2.1825
O -5.0354 -14.1671 0.9279
O -6.4220 -12.3362 2.0902
C -7.7332 -12.6317 1.6365
O -4.0825 -12.7786 2.8154
C -4.2005 -11.8555 3.8726
H -5.9818 -16.4845 3.5407
H -4.6843 -15.6107 4.4805
H -4.5338 -15.9052 2.7774
H -8.5028 -12.2250 2.2953
H -7.8967 -13.6998 1.4964
H -7.9347 -12.1353 0.6832
H -3.5771 -12.1792 4.7066
H -5.1999 -11.6874 4.2832
H -3.8837 -10.8509 3.5847
C -5.9919 -17.8675 -5.1878
O -6.4954 -18.6242 -4.0854
P -6.1519 -18.2428 -2.5826
O -5.4902 -16.9346 -2.4527
O -5.3298 -19.4632 -2.0239
C -3.9594 -19.5975 -2.4059
O -7.5034 -18.4176 -1.7927
C -8.7638 -17.9513 -2.2647
H -4.9184 -17.6997 -5.0979
H -6.4978 -16.9053 -5.2617
H -6.1660 -18.4254 -6.1047
H -3.3098 -19.6810 -1.5349
H -3.6155 -18.7016 -2.9280
H -3.8347 -20.4947 -3.0074
H -8.9530 -16.9624 -1.8462
H -9.5325 -18.6246 -1.8895
H -8.8070 -17.9358 -3.3530

(2)
28
Properties=species:S:1:pos:R:3 method="wB97M-V/def2-TZVPD" de_lowest_kj_mol=320.58 homo_ev="-10.7 / -11.8" lumo_energy_ev="-4.95 / -4.14" total_charge=+1 e_tot_ha=-960.40851 gap_ev="5.8 / 7.7"
C -3.5502 0.4425 0.4754
C -3.6195 -2.3087 -1.0313
C 1.5298 1.6989 1.4171
C 3.0092 -0.8869 0.4978
C 3.2955 1.7473 -0.8999
C -1.3238 -1.1920 0.4042
C 0.7270 0.1461 -1.0544
P -2.6038 -0.7031 -0.6520
P 2.0744 0.6712 -0.0454
H -3.2896 1.5679 0.3850
H -3.4887 0.1961 1.4508
H -4.5894 0.3359 0.1281
H -3.3902 -2.7073 -2.0056
H -4.6801 -2.0758 -1.2478
H -3.5557 -2.8694 -0.0700
H 1.3584 1.1953 2.4145
H 0.6965 2.3421 1.3415
H 2.3564 2.3957 1.6024
H 3.2401 -1.4325 -0.4229
H 2.3239 -1.3803 1.1066
H 3.9542 -0.8296 1.0427
H 2.7280 2.6945 -0.7975
H 3.5745 1.6913 -2.0055
H 4.3162 1.7158 -0.4448
H -1.3706 -0.7870 1.3895
H -0.6930 -2.0102 0.2625
H 1.0848 -0.3301 -2.0265
H -0.1141 0.6723 -1.2144

(3)
41
Properties=species:S:1:pos:R:3 method="wB97M-V/def2-TZVPD" de_lowest_kj_mol=2.21 homo_ev="-9.4 / -9.3" lumo_energy_ev="-0.64 / -0.93" multiplicity=2 s2=0.758 e_tot_ha=-16485.02105 gap_ev="8.8 / 8.4"
Na -18.4494 30.5173 3.9933
Na -19.5564 27.2022 5.2749
Na -16.6069 26.5616 3.6775
C -20.0058 26.2427 2.4399
O -20.1990 26.1975 1.2227
O -18.9021 26.0489 2.8871
O -20.9232 26.6624 3.1612
B -17.1481 28.3481 5.4868
H -16.1752 27.9420 5.2568
H -17.6203 27.9244 6.3596
H -17.0373 29.4059 5.6681
H -17.8349 28.1918 4.6694
B -20.6621 29.7010 5.2893
H -21.4764 29.1819 5.7707
H -21.0674 30.4628 4.6416
H -19.9565 30.0847 6.0099
H -20.1237 28.9724 4.7033
Br -17.9732 25.0583 6.1807
C -16.7321 23.5596 6.6432
C -16.6991 22.5404 5.4339
Br -16.3093 23.3339 3.6407
H -17.2099 23.0870 7.5014
H -15.7450 23.8500 7.0029
H -17.6358 22.0029 5.2865
H -15.9653 21.7801 5.7015
Br -13.7247 29.1606 3.0326
C -12.2302 28.4011 4.0769
C -12.5255 28.3494 5.5577
Br -11.1520 27.2620 6.3944
H -11.2684 28.8214 3.7828
H -12.2165 27.4143 3.6142
H -13.4939 27.8651 5.6833
H -12.4823 29.3638 5.9541
Br -16.4869 29.8696 10.0586
C -17.3656 30.7717 8.5142
C -16.3251 31.2263 7.5169
Br -16.9619 32.1541 5.8600
H -17.8001 31.6692 8.9544
H -18.1482 30.1472 8.0832
H -15.8466 30.3042 7.1868
H -15.5898 31.8450 8.0312

(4)
32
Properties=species:S:1:pos:R:3 method="wB97M-V/def2-TZVPD" de_lowest_kj_mol=0.00 homo_ev="1.3 / 0.6" lumo_energy_ev="5.23 / 5.22" total_charge=-2 multiplicity=10 s2=25.003 e_tot_ha=-1997.10611 gap_ev="3.9 / 4.7"
Gd -0.6015 -0.5553 -0.6291
Cl -1.6628 -2.6630 0.3354
C 1.5125 -1.5483 -0.8385
H 2.0968 -1.1351 0.0091
H 2.0387 -1.2614 -1.7657
H 1.5445 -2.6482 -0.7533
Pd -0.5768 0.3820 -3.4903
C -2.5852 0.4104 -3.0522
C -0.0874 -1.0814 -4.8246
C 0.4352 1.3944 -2.1005
H 0.9251 -0.8145 -5.1746
H -0.0932 -2.0819 -4.3540
H -0.8479 -1.0160 -5.6249
H -2.7667 1.4004 -2.5930
H -3.0212 0.3564 -4.0692
H -2.9600 -0.4228 -2.4226
H 1.5196 1.3757 -2.3932
H 0.1138 2.4617 -2.1148
C -0.1785 2.2713 3.4761
Si 0.1916 0.5680 2.7593
C 2.0384 0.1565 2.9856
C -0.6800 -0.8091 3.7234
O -0.2353 0.4966 1.1951
H 0.0317 2.3028 4.5542
H -1.2356 2.5407 3.3308
H 0.4287 3.0548 2.9961
H 2.3042 0.1226 4.0574
H 2.2527 -0.8351 2.5554
H 2.6873 0.8987 2.4974
H -1.7726 -0.7334 3.6131
H -0.3783 -1.7904 3.3139
H -0.4378 -0.7971 4.7979